The following is a DFT calculation (ωB97M-V/def2-TZVPD) of a structure of composition C39H93BBrF3N14NbO28 in a non-equilibrium geometry.

Element x y z (Å)
H  -8.829  1.108  3.887
H  2.342  3.380  -0.641
C  -5.239  -2.399  -2.529
O  10.325  -6.924  3.009
H  10.241  -0.560  0.658
H  9.909  -3.950  0.424
Br  -6.197  -3.006  4.959
C  9.299  -2.237  1.965
O  1.879  1.958  -4.475
H  -8.918  0.828  1.959
H  -3.458  -2.068  -0.043
O  -5.841  -8.717  3.265
C  7.923  1.413  0.435
H  -4.856  -5.365  3.749
O  -9.431  1.668  -7.897
H  -0.076  2.961  -1.422
C  -5.054  -3.129  3.272
H  10.177  7.457  -4.122
H  -3.543  -4.255  4.557
H  -7.588  -0.991  -5.133
C  -0.454  1.727  0.575
C  -2.120  1.704  0.733
F  -6.209  1.932  3.651
H  0.019  0.692  0.912
H  5.516  2.841  0.684
H  -4.353  -0.422  -1.823
H  11.415  -3.176  1.392
O  -3.822  -10.269  6.805
F  -4.640  0.639  4.869
H  -1.007  -9.614  5.401
C  9.960  -6.942  -1.304
C  -4.016  11.423  -1.008
F  -3.801  2.384  3.486
H  4.804  1.100  1.138
H  10.192  -4.326  2.255
H  -8.097  -0.404  0.350
N  -5.511  -8.234  4.355
H  -5.103  11.527  -1.001
C  -8.883  0.307  3.012
O  9.535  -8.257  4.575
C  11.372  3.427  -1.833
N  -3.512  11.882  0.314
O  12.011  2.532  0.215
H  1.516  0.210  -0.757
H  10.555  -7.423  -0.525
H  9.695  -7.648  -2.094
O  -5.719  1.115  -6.223
C  10.265  -3.473  1.455
H  -1.855  -8.571  6.593
C  -8.248  1.837  -9.897
H  -7.804  -0.019  -6.629
H  10.550  3.985  -1.381
O  -6.123  8.913  -1.626
C  0.481  3.618  -5.306
N  -6.376  0.714  -5.256
C  -6.624  -3.253  -2.323
H  -4.620  1.451  -0.740
N  -4.479  3.970  0.525
C  8.717  -6.079  4.459
O  -4.050  8.352  -2.117
H  4.466  2.683  -1.727
H  -3.427  -3.651  -1.610
O  -7.726  -0.587  3.195
H  -2.524  1.876  -0.352
N  -2.698  -10.471  6.332
N  1.673  3.176  -4.533
H  0.423  4.708  -5.273
C  -4.601  -1.738  0.047
H  13.188  -0.663  -0.251
C  -3.993  -1.895  3.116
O  -6.066  0.837  -4.066
C  9.178  -0.995  0.899
O  11.559  1.140  -1.431
C  5.188  1.789  0.252
H  10.491  -6.082  -1.718
H  -0.399  3.171  -4.839
H  -3.575  12.045  -1.790
H  -5.678  -3.390  2.318
H  -0.854  1.229  -1.725
H  -5.809  -8.258  6.445
C  -2.477  0.260  1.407
H  12.650  0.270  1.186
H  -1.966  -0.580  0.753
H  -4.184  -4.303  -3.208
H  -13.120  3.050  3.685
C  -5.374  2.947  0.785
H  -8.144  2.865  -9.543
H  0.040  2.660  1.079
O  -3.922  11.274  1.309
O  -7.609  -1.204  0.758
H  7.913  2.482  0.933
H  6.406  -0.104  -0.364
H  -7.265  -8.584  5.444
N  8.695  -6.472  -0.678
H  0.606  3.270  -6.333
C  13.472  -0.288  0.734
H  -2.590  -8.879  4.975
O  -2.119  -11.562  6.277
C  9.272  6.849  -4.057
H  -7.216  -3.253  -3.350
H  -3.045  -2.357  2.555
H  4.047  0.816  -1.490
H  8.450  7.407  -3.605
O  8.458  -5.260  -0.723
H  9.767  -1.801  2.959
H  -5.192  -2.719  0.304
O  -9.247  -0.128  -9.159
H  -3.718  10.380  -1.131
C  -4.110  -4.487  3.537
C  8.159  0.185  1.501
C  -0.105  1.836  -1.058
H  -5.983  -9.841  5.613
H  8.702  -1.341  -0.136
H  6.619  1.436  -1.517
O  -2.723  12.834  0.319
H  -6.142  6.324  -1.328
H  8.060  -5.797  3.634
N  9.572  5.693  -3.169
C  -5.327  6.872  -0.851
C  -1.979  -9.291  5.781
H  -6.386  1.121  -0.133
H  -8.459  0.587  -5.070
H  -2.374  2.645  1.380
H  -3.596  -1.567  4.165
H  -4.397  6.302  -0.903
C  -3.875  -3.302  -2.635
C  -7.659  0.017  -5.547
H  -8.790  1.808  -10.844
O  13.659  -2.575  1.135
Nb  -4.684  -0.170  1.762
C  -5.153  -1.190  -1.384
H  11.088  3.051  -2.818
O  9.459  4.562  -3.656
H  2.486  2.011  0.701
H  8.698  0.649  2.442
B  -6.897  -0.679  1.977
H  8.988  6.473  -5.042
C  -12.538  3.412  2.834
N  9.597  -7.178  3.976
N  -11.658  2.314  2.351
H  -7.300  -2.612  -1.579
C  -5.288  1.414  0.220
H  -13.196  3.694  2.009
O  -11.720  1.234  2.950
H  8.251  -2.729  2.223
O  14.111  -1.182  2.782
H  -1.935  0.235  2.466
H  -9.851  -0.361  3.214
H  -5.568  7.122  0.184
H  8.810  1.408  -0.353
H  -7.271  1.358  -9.983
C  1.449  1.270  -1.266
H  14.377  0.321  0.669
H  -3.367  -4.688  2.642
H  -4.842  4.822  1.046
N  13.772  -1.444  1.622
N  11.672  2.271  -0.945
H  8.135  -6.441  5.310
H  7.128  -0.288  1.798
C  -6.196  -8.771  5.562
H  -6.303  3.242  1.463
H  -5.339  -1.820  -3.567
O  -4.666  -7.349  4.530
C  2.553  2.221  -0.464
O  7.976  -7.334  -0.160
C  -4.844  1.293  3.523
C  4.079  1.885  -0.962
H  1.742  1.149  -2.396
O  2.366  4.056  -4.009
H  -6.204  -0.681  -1.374
H  -11.895  4.242  3.132
N  -5.151  8.150  -1.592
C  6.543  1.060  -0.400
H  -6.450  -4.335  -1.896
H  12.277  4.035  -1.898
H  9.360  -5.249  4.757
N  -9.040  1.064  -8.902
O  -10.930  2.567  1.384
O  9.911  5.954  -2.009
H  -3.055  -2.798  -3.326

Values from the calculation:
net charge: -1
highest occupied orbital energy: -4.7 eV